No. 1
# C25H28F2IrN3O3Si2

A molecular structure, C25H28F2IrN3O3Si2 (ωB97M-V/def2-TZVPD, the Open Molecules 2025 dataset).

spin multiplicity: 6
HOMO-LUMO gap (spin up / spin down): 0.1969 / 0.1689 hartree
total energy: -2242.4870 a.u.
net charge: -1
expectation value of S²: 8.804

Structure (XYZ):
```
64
C25H28F2IrN3O3Si2 (ωB97M-V/def2-TZVPD)
Ir -0.059 0.148 0.031
N 1.771 1.718 0.851
C 2.941 0.859 1.010
C 2.546 -0.494 1.596
O 3.335 -1.072 2.348
N 1.380 -0.968 1.140
C 1.045 -2.316 1.562
C -0.439 -2.670 1.449
O -0.793 -3.773 1.855
O -1.218 -1.795 0.917
H 1.933 2.468 0.194
H 1.490 2.119 1.736
H 3.729 1.288 1.632
H 3.352 0.670 0.016
H 1.366 -2.497 2.589
H 1.583 -3.048 0.948
F 0.136 -4.409 -2.909
C 0.357 -3.082 -2.890
C 0.003 -2.335 -1.778
C 0.209 -0.975 -1.735
C 0.772 -0.302 -2.942
C 1.164 -1.187 -4.032
F 1.796 -0.662 -5.114
C 0.963 -2.522 -4.025
C 0.869 1.073 -2.993
C 1.246 1.885 -4.144
C 1.200 3.240 -4.080
C 0.791 3.871 -2.882
C 0.458 3.044 -1.787
N 0.497 1.749 -1.809
H -0.474 -2.841 -0.950
H 1.269 -3.134 -4.861
H 1.540 1.401 -5.060
H 1.465 3.834 -4.945
H 0.722 4.945 -2.792
H 0.133 3.494 -0.851
C -0.690 2.335 2.810
Si -1.209 0.614 2.159
C -0.871 -0.493 3.636
C -3.067 0.753 1.919
C -3.952 0.953 2.984
C -5.312 1.089 2.766
C -5.810 1.025 1.468
C -4.939 0.826 0.409
C -3.563 0.689 0.618
Si -2.328 0.431 -0.787
C -2.602 1.915 -1.935
C -2.978 -1.052 -1.746
H -1.420 2.628 3.573
H -0.691 3.107 2.037
H 0.287 2.317 3.303
H -1.287 -0.010 4.527
H 0.201 -0.620 3.803
H -1.327 -1.476 3.530
H -3.575 0.995 4.002
H -5.987 1.239 3.600
H -6.874 1.125 1.287
H -5.341 0.768 -0.599
H -3.657 1.930 -2.225
H -2.002 1.862 -2.846
H -2.380 2.859 -1.431
H -4.028 -0.894 -2.016
H -2.907 -1.947 -1.124
H -2.413 -1.225 -2.663
```



No. 2
# C26H49AsBrF6N3O4ReS6Si3

A molecular structure, C26H49AsBrF6N3O4ReS6Si3 (ωB97M-V/def2-TZVPD, the Open Molecules 2025 dataset).

HOMO-LUMO gap: 0.2422 hartree
total energy: -10230.1850 a.u.
net charge: +1

Structure (XYZ):
```
100
C26H49AsBrF6N3O4ReS6Si3 (ωB97M-V/def2-TZVPD)
Re 1.542 -0.575 -0.257
C 3.861 -4.283 0.838
Si 4.119 -2.865 -0.339
C 3.413 -3.393 -1.972
C 5.898 -2.303 -0.444
N 3.189 -1.410 0.292
C 3.557 -0.741 1.433
C 4.383 -1.242 2.464
C 4.692 -0.444 3.528
C 4.185 0.869 3.623
C 3.373 1.384 2.650
C 3.058 0.594 1.527
N 2.313 1.025 0.431
Si 2.284 2.804 -0.015
C 1.547 3.017 -1.706
C 4.069 3.353 -0.036
C 1.270 3.684 1.290
H 4.527 -5.086 0.510
H 2.845 -4.670 0.761
H 4.086 -4.083 1.885
H 3.716 -4.435 -2.109
H 3.805 -2.817 -2.808
H 2.324 -3.384 -2.008
H 6.363 -2.753 -1.323
H 6.481 -2.600 0.429
H 5.975 -1.220 -0.553
H 4.761 -2.251 2.407
H 5.325 -0.825 4.318
H 4.442 1.475 4.481
H 2.979 2.385 2.741
H 2.163 2.563 -2.482
H 1.541 4.096 -1.890
H 0.524 2.659 -1.800
H 4.464 3.291 -1.051
H 4.714 2.751 0.605
H 4.152 4.390 0.295
H 0.670 2.988 1.877
H 0.585 4.393 0.820
H 1.900 4.250 1.977
S 4.754 -1.789 -5.386
As 4.029 0.246 -4.878
S 1.893 -0.303 -2.320
S 3.931 0.079 -2.588
S 2.687 -1.419 -5.447
F 1.560 -2.703 2.844
C 0.528 -3.512 2.574
F 0.981 -4.722 2.312
F -0.279 -3.557 3.621
S -0.419 -2.769 1.162
O 0.644 -2.436 0.151
O -0.993 -1.604 1.762
N -1.416 -3.793 0.636
S -1.067 -4.964 -0.430
O 0.268 -5.453 -0.293
O -2.196 -5.822 -0.469
C -1.062 -4.063 -2.083
F 0.179 -3.998 -2.562
F -1.522 -2.813 -1.980
F -1.817 -4.724 -2.941
C -4.590 3.247 -1.509
C -3.143 2.724 -1.391
C -2.676 2.382 -2.816
C -2.244 3.864 -0.892
Si -3.129 1.242 -0.167
Br -0.935 0.411 -0.747
C -4.277 -0.205 -0.613
C -4.324 -0.454 -2.126
C -5.700 0.161 -0.139
C -3.852 -1.510 0.071
C -3.061 1.713 1.685
C -4.118 2.808 1.946
C -3.380 0.548 2.632
C -1.679 2.246 2.081
H -4.582 4.145 -2.133
H -5.036 3.520 -0.553
H -5.241 2.524 -2.001
H -2.702 3.302 -3.406
H -3.321 1.662 -3.311
H -1.656 2.001 -2.852
H -2.264 4.674 -1.626
H -1.205 3.542 -0.785
H -2.566 4.282 0.059
H -4.800 0.365 -2.664
H -4.921 -1.351 -2.310
H -3.334 -0.626 -2.553
H -6.090 1.062 -0.612
H -5.764 0.286 0.941
H -6.371 -0.661 -0.406
H -2.835 -1.792 -0.186
H -4.511 -2.313 -0.274
H -3.927 -1.470 1.154
H -5.126 2.484 1.678
H -3.912 3.745 1.433
H -4.126 3.021 3.018
H -4.395 0.172 2.510
H -3.301 0.922 3.657
H -2.682 -0.280 2.527
H -1.350 3.077 1.459
H -0.926 1.456 2.034
H -1.723 2.604 3.114
```



The lowest total energy belongs to which entry?
C26H49AsBrF6N3O4ReS6Si3